No. 1
Here is a structure of composition C32H38BrN5O2S3SeTi in a non-equilibrium geometry from the OMol25 dataset. Energies are from ωB97M-V/def2-TZVPD.

Cartesian coordinates (Å):
Br 4.0957 2.0127 1.9351
H 0.5669 -3.1284 3.8629
H -2.9736 5.0659 -1.3175
C -1.1346 -1.8099 4.3528
C 4.7133 1.6049 0.1769
C -2.8615 -0.1508 -3.9294
C 0.4783 -3.6616 -4.2670
H -1.3546 -2.3098 -6.7259
C -1.7501 -1.3580 0.9733
H 0.2507 -5.0765 1.3411
C 2.4437 0.8127 -0.7392
C 6.0452 1.8571 -0.0695
C 3.8321 1.0804 -0.8334
H -1.9561 -2.4115 4.7121
C 5.7891 1.0659 -2.3350
N 0.7440 -0.9999 3.5402
C 6.6146 1.6019 -1.3239
C -3.3856 -2.4279 -4.5641
H -4.1633 -2.1232 -5.2756
H 0.2814 -3.8779 -3.2199
H -0.9903 -5.9942 -0.8068
H 2.4383 0.0675 2.9801
H 1.3770 -3.0364 -4.3262
C -0.7789 1.8322 -1.1693
N -1.4439 -0.2237 0.3183
C -2.9975 -1.6552 1.4750
C -0.0708 0.0750 3.6904
C -0.7851 -3.8213 -0.9305
H 0.6499 -4.6003 -4.8040
H -3.8240 3.0626 -0.1712
C 0.4122 -3.6788 -0.3254
H -3.1682 -2.6085 1.9586
H 1.9036 -4.5176 0.9773
H -3.8001 0.1095 -4.4307
N -0.6872 -3.0123 -4.8602
C 2.0930 -0.9607 2.9763
H -2.0808 -5.0985 0.2592
C 4.4608 0.8218 -2.1061
H 2.7485 -1.5828 3.5901
C -0.4915 -2.8213 -6.2979
H -0.7141 5.0400 -2.3457
S -1.5738 -2.5100 -1.8002
H 7.6634 1.8121 -1.5026
H -0.9378 -2.0598 1.0910
H 6.6536 2.2581 0.7304
C 0.9532 -4.8126 0.5352
Ti 0.2424 0.0343 -0.8239
C 0.0977 -2.1598 3.9462
S 1.4510 -2.2637 -0.4719
H -2.6665 0.9418 3.5466
H 2.0828 -1.3248 1.9541
C -2.8400 3.0403 -0.6314
O 1.6979 0.7713 0.3394
C -1.6049 -5.0884 -0.7330
H 0.6530 3.0005 -2.2678
H -4.5133 1.1407 0.4145
O 1.7561 0.5295 -1.8362
C -3.7315 0.4178 0.6085
H -3.8361 -2.5835 -3.5757
C -1.0419 -1.7623 -4.2288
C -1.0962 4.1489 -1.8595
S 0.1775 -0.6092 -3.9005
N -1.2402 -0.4335 4.1848
H -2.1411 0.6450 -4.0696
C -0.3277 2.9995 -1.8048
C -2.4177 0.3662 4.4350
H -2.3921 -5.1370 -1.4820
C -2.3657 4.1691 -1.2757
Se 0.3159 1.8419 3.3963
H 6.2133 0.8311 -3.3066
H 3.8326 0.3997 -2.8796
H -3.0491 -0.2600 -2.8571
C -2.0478 1.8903 -0.5700
H -2.9374 -3.3625 -4.8862
C -2.4440 0.6777 0.1484
C -4.0218 -0.7519 1.2805
H -3.2408 -0.3019 4.6867
N -2.3578 -1.3883 -4.5110
H -0.3865 -3.8032 -6.7696
H -2.2327 1.0669 5.2486
H 1.1183 -5.7254 -0.0553
H 0.4066 -2.2228 -6.5080
H -5.0233 -0.9549 1.6374

Output
Energy above the lowest of the compared OMol25 structures with the same formula, charge and spin   147.1 kJ/mol
Spin multiplicity   3
Energy   -8685.9792 a.u.
Charge   -2
LUMO (spin up / spin down)   4.2 / 4.2 eV
Highest occupied orbital energy (spin up / spin down)   0.51 / -0.80 eV

Let us look at the Löwdin charges, expressed in e, one per atom: 0.738 0.120 0.081 -0.085 -0.601 -0.107 -0.121 0.075 -0.185 0.061 -0.591 -0.208 -0.172 0.110 -0.142 -0.105 -0.157 -0.111 0.074 0.047 0.054 -0.018 0.061 -0.136 -0.023 -0.088 -0.756 -0.782 0.076 0.089 -0.809 0.104 0.038 0.079 -0.273 -0.050 0.062 -0.042 0.090 -0.115 0.086 0.686 0.065 0.081 0.070 -0.160 0.782 -0.063 0.607 0.068 0.024 -0.060 -0.225 -0.151 0.097 0.097 -0.309 -0.025 0.055 -0.843 -0.110 0.679 -0.138 0.044 -0.092 -0.072 0.041 -0.121 0.577 0.081 0.106 0.069 -0.206 0.071 -0.221 -0.087 0.083 -0.244 0.073 0.073 0.061 0.073 0.097

No. 2
Here is a structure of composition C32H38BrN7O7PSSc in a non-equilibrium geometry from the OMol25 dataset. Energies are from ωB97M-V/def2-TZVPD.

Cartesian coordinates (Å):
N -1.5988 0.2464 -1.7284
H -3.4124 -3.2853 2.0779
H -0.7121 0.0167 2.2707
H -1.2206 -1.7969 0.8210
H -4.5309 -0.3519 0.7234
C 4.2023 0.1018 -1.0752
O 2.9807 2.0873 1.3689
H -1.7443 3.5667 -3.2498
H -4.4622 3.3083 -0.8737
C -4.3806 -0.9724 2.8345
N -1.3088 3.1172 -1.2626
O 0.2358 -2.1122 -4.5376
C -3.9666 -0.0964 1.6214
C 1.5095 -2.6523 0.6729
N -3.1661 4.4986 -2.0035
C 2.6180 -2.5984 -1.9121
C 4.3791 -1.1626 0.9531
C 0.9665 -3.2068 2.9659
H -4.4931 5.0464 -0.4845
O 0.9998 -0.5095 -3.1779
C 6.1807 0.2797 0.2760
C 0.5084 -4.4576 2.5757
C -2.2829 3.3610 -2.3229
C -2.0695 5.1483 0.5155
H 0.9298 -2.9099 4.0076
H -1.7868 -3.0418 2.7204
H -2.6520 1.9488 -0.1588
H 0.1374 -5.7520 0.9048
H -1.3456 4.9557 1.3097
H 6.1903 -0.9053 2.0655
H -4.8226 -0.3707 3.6343
H -2.6968 6.0026 0.7952
H -1.3179 2.6541 0.7804
N -3.2139 -1.6719 3.3754
O 0.6316 2.7122 1.6194
Sc 0.3983 0.8634 -1.7909
C 3.6517 -0.8025 -0.1728
C 1.0082 -1.6829 -3.6933
H -1.3523 -1.1943 4.1875
H 5.8586 1.3627 -1.5501
O 1.4735 1.9556 -0.5499
H 2.2029 -3.4919 -5.1409
C -2.7285 -0.1002 -1.6936
C -2.2037 -0.6705 3.7444
H 4.0167 -3.5193 -0.5675
H -2.8913 2.4653 -2.4589
C 5.4571 0.6410 -0.8503
C 1.0142 -3.8990 0.2915
C -2.6614 -2.5269 2.3203
N -1.3409 5.4826 -0.7093
H -4.1329 0.9649 1.8267
O 1.2286 0.3939 1.2431
H -2.9574 6.5258 -1.5301
N -2.5474 -0.2759 1.3387
C 1.4462 -2.3050 2.0262
N -2.9151 3.9636 0.3630
P 1.9935 -1.4373 -0.6271
C -0.4994 4.3250 -1.0649
H 1.7275 -1.3073 2.3294
H -2.8592 -1.9828 0.1905
H 4.0440 -5.0634 -4.5531
H 3.6389 0.4046 -1.9532
H 4.9332 -5.0707 -2.2269
H 1.0058 -4.1811 -0.7531
C 2.1232 -2.5995 -3.2134
C 2.6349 -3.5036 -4.1497
C 3.6272 -3.5080 -1.5797
C -1.7689 0.1493 2.5009
O -3.8676 -0.4495 -1.6593
C -2.3165 5.6726 -1.7813
H 0.2214 4.1332 -0.2712
C 4.1435 -4.3853 -2.5109
S 1.6039 1.8016 1.0282
C -2.2783 -1.6889 1.0673
H 7.1565 0.7132 0.4588
H -1.9269 1.2203 2.6452
H 0.0347 4.5357 -1.9933
C 3.6445 -4.3810 -3.8122
C 0.5196 -4.7925 1.2316
H 3.9701 -1.8560 1.6736
H -5.1193 -1.7251 2.5426
Br 0.8457 2.5064 -3.8015
C -3.8441 4.2000 -0.7387
H -1.7805 5.8926 -2.7083
H -2.6384 -0.0326 4.5200
C -2.0404 2.8399 -0.0139
H 0.1221 -5.1527 3.3115
C 5.6392 -0.6250 1.1759

Output
Energy above the lowest of the compared OMol25 structures with the same formula, charge and spin   89.0 kJ/mol
Energy   -6226.8255 a.u.
Charge   -2
LUMO   4.3 eV
Highest occupied orbital energy   -3.00 eV

Let us look at the Löwdin charges, expressed in e, one per atom: 0.054 0.107 0.090 0.105 0.098 -0.083 -0.331 0.073 0.122 -0.172 -0.125 0.049 -0.164 -0.332 -0.088 -0.294 -0.086 -0.099 0.112 -0.255 -0.102 -0.124 -0.199 -0.183 0.100 0.086 0.097 0.095 0.126 0.092 0.102 0.112 0.095 -0.167 -0.359 0.658 -0.351 -0.599 0.101 0.101 -0.510 0.111 -0.532 -0.153 0.106 0.114 -0.076 -0.092 -0.154 -0.085 0.112 -0.448 0.111 -0.150 -0.104 -0.080 1.142 -0.191 0.088 0.107 0.090 0.111 0.092 0.105 -0.119 -0.030 -0.094 -0.143 0.030 -0.196 0.106 -0.095 0.316 -0.139 0.090 0.114 0.076 -0.095 -0.096 0.093 0.103 0.036 -0.194 0.121 0.104 -0.170 0.094 -0.092